No. 1
Computed, not measured: a cluster of 4 separate species, C8H24O4 in total, with ωB97M-V/def2-TZVPD.

Values from the calculation:
**Gap between HOMO and LUMO**: 10.7 eV
**Strongest force on any atom**: 0.0165 hartree/bohr
**ΔE to the lowest compared entry with this formula, charge and spin**: 17.9 kcal/mol
**E**: -16873.932 eV
**SMILES**: CCO.CCO.CCO.CCO

Geometry as XYZ:
```
36
Properties=species:S:1:pos:R:3:mulliken_charge:R:1
C 2.4645 -2.4828 1.2927 -0.832
C 2.9633 -2.0205 2.6380 -0.180
O 3.3277 -3.0982 3.5009 -0.554
H 3.1277 -3.2242 0.8559 0.345
H 2.3914 -1.6148 0.6296 0.266
H 1.4403 -2.8557 1.3831 0.190
H 2.2088 -1.3913 3.1258 0.188
H 3.8423 -1.3868 2.5292 0.251
H 2.5466 -3.6473 3.6228 0.305
C -1.2262 -1.0055 -0.9434 -0.634
C -0.9251 -2.4515 -0.5638 -0.379
O -1.7822 -3.3806 -1.2093 -0.546
H -1.5054 -0.9009 -1.9934 0.412
H -0.3979 -0.3251 -0.7415 0.045
H -2.0718 -0.6359 -0.3565 0.275
H -1.0748 -2.5633 0.5101 0.248
H 0.1187 -2.7136 -0.7639 0.234
H -1.5204 -3.4253 -2.1336 0.319
C 0.5215 2.2297 0.4831 -1.011
C 0.9737 1.1770 1.4521 -0.104
O 2.3748 0.8784 1.3178 -0.495
H 0.8842 3.2238 0.7448 0.464
H -0.5695 2.2446 0.4365 0.196
H 0.8769 1.9830 -0.5193 0.264
H 0.4683 0.2386 1.2305 0.095
H 0.7822 1.4531 2.4911 0.346
H 2.8761 1.5952 1.7164 0.269
C -1.9125 2.4693 -3.0500 -1.044
C -2.6882 2.6888 -1.7682 0.133
O -3.8332 3.4883 -2.0475 -0.535
H -1.6298 3.4296 -3.4788 0.341
H -2.5151 1.9246 -3.7773 0.306
H -1.0145 1.8867 -2.8386 0.272
H -2.0381 3.2027 -1.0491 0.116
H -2.9666 1.7313 -1.3166 0.131
H -4.5176 3.2784 -1.4096 0.307
```

=====

No. 2
Computed, not measured: a cluster of 9 separate species, C8H24O8 in total at a distorted geometry, with ωB97M-V/def2-TZVPD.

Values from the calculation:
**Gap between HOMO and LUMO**: 9.4 eV
**Strongest force on any atom**: 0.0517 hartree/bohr
**ΔE to the lowest compared entry with this formula, charge and spin**: 6.1 kcal/mol
**E**: -25063.241 eV
**SMILES**: C=Cc1ccccc1.O.O.O.O.O.O.O.O

Geometry as XYZ:
```
40
Properties=species:S:1:pos:R:3:mulliken_charge:R:1
C 2.6309 -0.9667 -0.7586 -0.831
C 1.5945 -0.3800 -1.3576 -0.797
C 0.3658 -0.0601 -0.5909 2.019
C -0.9416 -0.1229 -1.0907 -0.780
C -2.0024 -0.0115 -0.2306 -0.466
C -1.7560 0.3662 1.1111 -0.469
C -0.4678 0.6145 1.5420 -0.133
C 0.6391 0.3705 0.7157 -2.077
H 3.6863 -0.8717 -0.9785 0.257
H 2.5386 -1.5936 0.1227 0.268
H 1.6752 0.0389 -2.3652 0.492
H -1.0333 -0.5032 -2.1022 0.636
H -3.0635 -0.0351 -0.4277 0.387
H -2.4659 0.1798 1.9082 0.660
H -0.3429 0.6716 2.6249 0.303
H 1.6526 0.6878 0.9304 0.550
O 0.3556 -3.8871 -1.6032 -0.654
H 0.8287 -3.1777 -2.0535 0.313
H -0.4569 -3.4850 -1.2792 0.305
O 3.8213 2.7159 -1.5395 -0.631
H 3.5646 1.8812 -1.9642 0.309
H 2.9040 3.0538 -1.5640 0.316
O -1.0027 2.4001 -3.2393 -0.573
H -1.5757 2.9324 -2.6670 0.300
H -0.8787 3.1061 -3.8931 0.278
O 0.9287 -2.3141 1.7080 -0.781
H 0.6812 -2.5394 0.7983 0.351
H 0.4349 -1.4791 1.8085 0.415
O -1.4336 3.7576 1.7538 -0.592
H -1.8709 3.4318 2.5293 0.303
H -1.2081 4.6852 1.8352 0.282
O -2.6201 -2.2784 0.3844 -0.611
H -2.5476 -1.9935 1.3022 0.307
H -2.2745 -3.1797 0.4057 0.318
O -1.1200 -3.4607 2.9260 -0.675
H -1.1534 -3.1811 3.8458 0.297
H -0.4305 -2.8692 2.5324 0.368
O 0.9857 3.1582 -0.0130 -0.731
H 1.3628 2.3335 -0.3329 0.380
H 0.4016 2.8061 0.6678 0.388
```

=====

Number 1: HOMO -10.136 eV. Number 2: HOMO -9.271 eV.